No. 1
Molecular formula: C19H24N2O4S
Method: DFT, ωB97M-V/def2-TZVPD

Its SMILES is COCCCNC(=O)CN(Cc1ccccc1)S(=O)(=O)c1ccccc1. Its energy above the lowest of the compared OMol25 structures with the same formula, charge and spin is 177.9 kJ/mol.

Each line ends with the Löwdin charge.
Geometry (Å):
C -5.62 -1.63 0.17  -0.120
O -5.19 -0.44 0.77  -0.185
C -4.39 0.34 -0.09  -0.248
C -3.80 1.49 0.72  -0.144
C -3.14 2.55 -0.17  -0.163
N -1.96 2.04 -0.84  0.075
C -0.72 2.46 -0.56  -0.483
O -0.46 3.41 0.15  0.058
C 0.37 1.61 -1.22  -0.086
N 0.70 0.48 -0.37  -0.213
S -0.48 -0.70 -0.21  0.688
O -1.20 -0.58 1.02  -0.265
O -1.24 -0.72 -1.43  -0.292
C 0.56 -2.15 -0.13  -0.281
C 0.54 -2.97 0.98  -0.052
C 1.38 -4.07 1.03  -0.063
C 2.22 -4.34 -0.04  -0.071
C 2.23 -3.51 -1.15  -0.067
C 1.40 -2.41 -1.20  -0.066
H 1.39 -1.74 -2.05  0.120
H 2.90 -3.73 -1.98  0.108
H 2.88 -5.20 0.00  0.106
H 1.37 -4.72 1.89  0.108
H -0.13 -2.73 1.79  0.115
C 1.36 0.80 0.89  -0.147
C 2.80 1.13 0.62  -0.209
C 3.71 0.12 0.33  -0.030
C 5.03 0.43 0.05  -0.080
C 5.45 1.74 0.05  -0.091
C 4.55 2.76 0.33  -0.078
C 3.23 2.45 0.62  -0.038
H 2.53 3.24 0.83  0.116
H 4.88 3.79 0.33  0.103
H 6.48 1.98 -0.18  0.101
H 5.73 -0.37 -0.18  0.102
H 3.38 -0.91 0.33  0.105
H 1.28 -0.09 1.52  0.122
H 0.86 1.64 1.39  0.129
H 0.04 1.21 -2.18  0.123
H 1.28 2.21 -1.35  0.134
H -2.07 1.17 -1.34  0.101
H -2.80 3.40 0.44  0.120
H -3.85 2.91 -0.92  0.123
H -4.60 1.95 1.29  0.121
H -3.06 1.08 1.41  0.106
H -5.00 0.73 -0.92  0.131
H -3.58 -0.28 -0.52  0.098
H -4.78 -2.26 -0.14  0.088
H -6.25 -1.43 -0.71  0.088
H -6.21 -2.16 0.92  0.087

No. 2
Molecular formula: C19H24N2O4S
Method: DFT, ωB97M-V/def2-TZVPD

Its SMILES is CCN(CC(=O)NC[C@@H]1CCCO1)S(=O)(=O)c1ccc2ccccc2c1. Its energy above the lowest of the compared OMol25 structures with the same formula, charge and spin is 126.0 kJ/mol.

Each line ends with the Löwdin charge.
Geometry (Å):
C -0.67 -0.72 2.01  -0.066
H -0.18 -0.11 2.76  0.058
H -0.61 -1.77 2.29  0.079
H -1.72 -0.43 1.95  0.056
C 0.00 -0.51 0.66  -0.229
N -0.02 0.89 0.27  -0.250
S 1.17 1.86 0.94  0.679
O 0.93 3.19 0.46  -0.279
O 1.17 1.64 2.36  -0.276
C 2.70 1.23 0.26  -0.262
C 3.43 0.32 0.97  -0.007
C 4.60 -0.24 0.42  -0.149
C 5.38 -1.18 1.12  -0.026
C 6.51 -1.71 0.55  -0.074
C 6.90 -1.31 -0.74  -0.073
C 6.17 -0.40 -1.44  -0.030
C 5.00 0.16 -0.89  -0.158
C 4.22 1.11 -1.58  -0.007
C 3.09 1.64 -1.03  -0.052
H 2.49 2.38 -1.53  0.113
H 4.54 1.42 -2.57  0.118
H 6.47 -0.09 -2.43  0.113
H 7.80 -1.74 -1.17  0.105
H 7.11 -2.43 1.09  0.104
H 5.07 -1.48 2.11  0.115
H 3.11 0.05 1.97  0.123
C -0.35 1.17 -1.10  -0.121
H 0.23 0.57 -1.81  0.137
C -1.84 0.96 -1.37  -0.489
O -2.25 0.44 -2.39  0.062
N -2.62 1.41 -0.38  0.088
H -2.16 1.77 0.44  0.144
C -4.05 1.30 -0.38  -0.112
H -4.50 2.23 -0.03  0.131
H -4.37 1.11 -1.41  0.131
C -4.55 0.15 0.52  -0.314
C -4.15 -1.24 -0.03  -0.119
H -3.45 -1.75 0.63  0.104
C -5.48 -1.98 -0.16  -0.144
H -5.52 -2.64 -1.03  0.111
C -6.48 -0.83 -0.26  -0.200
H -7.48 -1.07 0.09  0.122
H -6.53 -0.45 -1.29  0.123
O -5.96 0.17 0.61  -0.101
H -5.68 -2.56 0.74  0.112
H -3.68 -1.12 -1.01  0.104
H -4.17 0.31 1.54  0.143
H -0.12 2.23 -1.27  0.121
H 1.04 -0.87 0.70  0.111
H -0.52 -1.08 -0.12  0.128

No. 3
Molecular formula: C19H24N2O9SSe2W
Method: DFT, ωB97M-V/def2-TZVPD

The net charge is +2.

Each line ends with the Löwdin charge.
Geometry (Å):
W 0.00 -0.70 2.53  1.615
C -1.51 2.48 3.84  -0.249
Se 0.12 2.01 2.92  1.065
C 1.38 2.31 4.34  -0.457
C 1.26 1.30 5.45  -0.451
Se 1.37 -0.52 4.84  1.218
C 3.25 -0.61 4.43  -0.253
H -1.34 3.52 4.12  0.066
H -1.69 1.85 4.70  0.049
H -2.32 2.42 3.12  0.050
H 1.19 3.33 4.70  0.101
H 2.37 2.31 3.87  0.084
H 0.31 1.37 5.98  0.083
H 2.06 1.41 6.19  0.102
H 3.74 -0.36 5.38  0.065
H 3.53 0.07 3.64  0.053
H 3.47 -1.64 4.16  0.055
O -1.63 -2.00 2.73  0.033
C -2.13 -0.99 3.30  -0.396
O -1.32 -0.41 4.12  -0.168
C -2.88 -0.05 2.36  -0.471
O -3.98 0.33 2.22  0.242
O -1.76 0.27 1.67  -0.273
O 2.06 -4.36 2.75  0.231
C 1.49 -3.34 2.68  -0.485
O 0.68 -2.69 3.51  -0.143
C 1.42 -2.20 1.63  -0.400
O 0.29 -2.05 1.03  -0.080
O 1.95 -1.09 2.03  -0.221
C 1.75 0.49 -4.95  -0.081
C 1.85 1.47 -3.79  -0.220
C 1.84 0.78 -2.43  -0.183
N 0.54 0.13 -2.21  0.063
C -0.12 0.00 -1.09  -0.595
S 0.65 0.68 0.34  0.811
N -1.33 -0.58 -1.05  0.142
C -1.99 -1.44 -2.02  -0.343
O -2.51 -2.42 -1.58  0.179
C -2.02 -1.01 -3.44  -0.187
C -2.18 0.33 -3.78  -0.043
C -2.32 0.68 -5.11  -0.051
C -2.28 -0.30 -6.09  -0.042
C -2.12 -1.64 -5.75  -0.038
C -2.01 -2.00 -4.42  0.003
H 1.80 1.01 -5.90  0.088
H 0.81 -0.07 -4.96  0.056
H 2.57 -0.23 -4.93  0.087
H 1.04 2.20 -3.83  0.118
H 2.79 2.02 -3.86  0.121
H 2.01 1.50 -1.63  0.081
H 2.62 0.02 -2.38  0.136
H 0.08 -0.22 -3.05  0.118
H -1.71 -0.73 -0.13  0.101
H -2.23 1.09 -3.01  0.123
H -2.47 1.72 -5.39  0.117
H -2.38 -0.02 -7.13  0.120
H -2.11 -2.40 -6.52  0.120
H -1.92 -3.04 -4.13  0.131

No. 4
Molecular formula: C19H24N4O4
Method: DFT, ωB97M-V/def2-TZVPD

Its SMILES is COc1cccc(N2CCN(CC(=O)NC(=O)NCc3ccco3)CC2)c1. Its energy above the lowest of the compared OMol25 structures with the same formula, charge and spin is 286.3 kJ/mol.

Each line ends with the Löwdin charge.
Geometry (Å):
C 4.38 -4.42 -0.51  -0.096
H 4.02 -5.15 0.22  0.096
O 4.38 -3.12 0.02  -0.083
C 3.20 -2.58 0.45  -0.271
C 1.97 -3.22 0.37  0.036
C 0.81 -2.59 0.84  -0.220
C 0.92 -1.33 1.41  -0.056
C 2.15 -0.69 1.48  -0.071
C 3.29 -1.30 1.00  -0.015
H 4.25 -0.81 1.04  0.114
H 2.20 0.30 1.90  0.099
H 0.06 -0.82 1.82  0.096
N -0.40 -3.31 0.76  -0.105
C -0.75 -3.85 -0.54  -0.138
H -1.58 -4.54 -0.38  0.122
C -1.17 -2.72 -1.50  -0.148
N -1.49 -1.52 -0.74  -0.188
C -2.03 -0.48 -1.58  -0.103
C -1.99 0.89 -0.91  -0.439
O -2.83 1.74 -1.13  0.068
N -0.92 1.04 -0.09  0.194
C -0.55 2.17 0.69  -0.509
O 0.45 2.12 1.36  0.072
N -1.40 3.20 0.61  0.104
H -2.18 3.14 -0.04  0.120
C -1.11 4.47 1.25  -0.081
C -0.71 5.51 0.26  -0.261
C 0.45 5.68 -0.45  -0.019
C 0.24 6.81 -1.28  -0.064
C -1.03 7.23 -1.02  -0.126
O -1.61 6.45 -0.10  0.047
H -1.61 8.04 -1.42  0.117
H 0.93 7.24 -1.97  0.099
H 1.33 5.09 -0.37  0.113
H -2.00 4.82 1.79  0.132
H -0.29 4.29 1.96  0.129
H -0.30 0.24 0.02  0.122
H -3.07 -0.67 -1.90  0.138
H -1.42 -0.41 -2.48  0.140
C -2.36 -1.84 0.39  -0.140
C -1.59 -2.76 1.37  -0.140
H -2.23 -3.61 1.65  0.120
H -1.32 -2.24 2.28  0.113
H -2.64 -0.90 0.88  0.121
H -3.29 -2.33 0.05  0.125
H -0.33 -2.46 -2.16  0.123
H -2.02 -3.05 -2.12  0.122
H 0.08 -4.41 -0.96  0.107
H 1.91 -4.21 -0.03  0.098
H 3.76 -4.48 -1.42  0.094
H 5.41 -4.64 -0.77  0.092

no.,gap between HOMO and LUMO (eV),LUMO (eV)
1,9.628,0.4
2,8.838,-0.1
3,6.253,-8.3
4,8.450,0.7